Computed, not measured: 2 unconnected molecules or ions with the total composition C4H6N2, with ωB97M-V/def2-TZVPD.

Structure (XYZ):
```
12
Properties=species:S:1:pos:R:3:mulliken_charge:R:1
C -1.35 0.91 -0.07 -1.09
C -0.21 -0.01 -0.16 0.25
C 1.06 -0.22 -0.15 0.51
C 2.31 0.39 -0.26 0.13
N 3.27 1.02 -0.41 -0.44
N 0.17 -1.33 -0.66 -0.50
H -1.30 1.57 -0.94 0.33
H -2.31 0.40 -0.06 0.31
H -1.25 1.54 0.83 0.28
H 0.12 -1.35 -1.68 0.20
H -0.62 -1.47 1.80 0.06
H 0.12 -1.47 1.76 -0.03
```

**Total energy**: -265.35064 Eh
**Structure (SMILES)**: CC1=C(C#N)N1.[H][H]
**LUMO level**: 0.0095 Eh
**Highest occupied orbital energy**: -8.78 eV

Computed, not measured: C5H8N2S in the gas phase, with ωB97M-V/def2-TZVPD.

Structure (XYZ):
```
16
Properties=species:S:1:pos:R:3:mulliken_charge:R:1
C 0.38 1.80 0.23 -0.82
N 0.06 0.48 -0.25 0.07
C -1.41 0.27 -0.45 -0.66
C -1.45 -1.29 -0.31 -0.28
N -0.11 -1.67 0.18 -0.54
C 0.66 -0.68 0.17 0.49
C 2.17 -1.02 0.33 -0.38
S 3.44 -0.20 -0.39 -0.18
H -0.40 2.53 -0.03 0.33
H 0.31 1.67 1.43 0.29
H 1.49 2.02 -0.10 0.21
H -1.90 0.96 -1.20 0.30
H -1.75 0.72 0.48 0.35
H -2.20 -1.59 0.48 0.26
H -1.57 -1.94 -1.36 0.24
H 2.29 -2.06 0.78 0.33
```

**Total energy**: -702.91621 Eh
**Structure (SMILES)**: CN1CCN=C1C=S
**LUMO level**: -0.0308 Eh
**Highest occupied orbital energy**: -8.41 eV

Computed, not measured: a molecular structure, C23H21CdCl2N4SSe, with ωB97M-V/def2-TZVPD.

Structure (XYZ):
```
53
Properties=species:S:1:pos:R:3:mulliken_charge:R:1
Cd 0.72 0.01 0.58 0.15
C 3.24 -2.98 -1.32 -1.13
N 3.05 -1.79 -2.13 0.37
C 3.32 -0.52 -1.77 -0.45
Se 4.00 0.07 -0.18 -0.26
N 2.92 0.28 -2.79 0.08
C 2.36 -0.47 -3.80 0.31
C 1.78 -0.14 -5.02 -0.92
C 1.29 -1.19 -5.79 -0.46
C 1.36 -2.51 -5.35 -0.73
C 1.93 -2.84 -4.13 -0.54
C 2.43 -1.80 -3.37 0.85
H 3.79 -2.69 -0.43 0.29
H 3.80 -3.71 -1.89 0.44
H 2.26 -3.36 -1.02 0.30
H 2.98 1.28 -2.73 0.28
H 1.72 0.88 -5.35 0.41
H 0.83 -0.97 -6.74 0.39
H 0.95 -3.29 -5.97 0.38
H 1.96 -3.86 -3.77 0.41
N -0.24 7.37 -0.74 -0.55
C -0.09 6.25 -0.52 0.04
C 0.09 4.85 -0.26 0.64
C -0.98 4.07 0.16 -0.82
C -0.79 2.72 0.41 0.24
C 0.46 2.10 0.25 -0.85
C 1.52 2.92 -0.18 0.51
C 1.35 4.27 -0.43 -0.90
H -1.95 4.53 0.29 0.42
H -1.64 2.13 0.71 0.34
H 2.50 2.49 -0.30 0.33
H 2.18 4.88 -0.76 0.41
C -4.27 0.10 -0.96 -0.93
S -2.84 -0.60 -0.11 -0.08
C -2.07 -1.45 -1.49 -0.43
H -3.97 0.79 -1.75 0.26
H -4.86 0.65 -0.23 0.32
H -4.89 -0.68 -1.39 0.32
H -2.74 -2.23 -1.87 0.35
H -1.16 -1.91 -1.10 -0.16
H -1.83 -0.75 -2.29 0.23
Cl 1.79 -0.96 2.97 -0.33
C 1.65 -2.63 2.40 0.64
C 2.15 -3.60 3.24 -0.65
C 2.03 -4.94 2.91 -0.43
C 1.37 -5.26 1.73 -0.60
C 0.87 -4.28 0.91 0.75
Cl -0.02 -4.78 -0.52 -0.23
C 1.00 -2.85 1.12 -0.73
N 0.57 -1.99 0.25 -0.36
H 2.63 -3.29 4.16 0.35
H 2.43 -5.71 3.56 0.35
H 1.21 -6.30 1.44 0.37
```

**Total energy**: -4995.86179 Eh
**Net charge**: -1
**LUMO level**: 0.0899 Eh
**Highest occupied orbital energy**: -3.29 eV

Computed, not measured: 4 unconnected molecules or ions with the total composition C4H13NO3, with ωB97M-V/def2-TZVPD.

Structure (XYZ):
```
21
Properties=species:S:1:pos:R:3:mulliken_charge:R:1
N 1.02 1.37 0.80 -0.31
C 0.26 1.13 -0.30 0.45
C 1.11 1.07 -1.58 -1.17
C -2.01 0.52 -1.22 -0.80
C -1.08 1.04 -0.14 0.02
H 0.96 0.56 1.55 0.28
H 1.99 1.73 0.68 0.29
H 0.45 0.69 -2.38 0.35
H 1.85 0.27 -1.53 0.35
H -1.41 -0.18 -1.83 0.17
H -2.86 -0.04 -0.77 0.34
H -1.53 1.11 0.78 0.50
H -0.13 -2.51 0.93 0.26
H 1.57 2.02 -1.91 0.37
O -0.60 -1.91 1.48 -0.70
H -2.30 1.34 -1.94 0.34
H -0.34 -2.47 -2.22 0.20
O -0.29 -1.44 -2.02 -0.68
H 2.15 -0.92 2.55 0.26
H 0.13 -1.51 2.17 0.42
O 1.23 -0.68 2.76 -0.95
```

**Total energy**: -440.38504 Eh
**LUMO level**: -0.1609 Eh
**Highest occupied orbital energy**: -8.78 eV

Computed, not measured: 2 unconnected molecules or ions with the total composition C4H4NOS, with ωB97M-V/def2-TZVPD.

Structure (XYZ):
```
11
Properties=species:S:1:pos:R:3:mulliken_charge:R:1
C -1.52 -0.06 -0.66 0.42
C 0.40 1.66 0.29 0.43
C 0.62 -1.22 0.00 -0.93
C -0.52 -0.25 0.29 -0.40
N -2.19 0.18 -1.57 -0.60
O 0.17 2.10 1.39 -0.56
S 1.15 1.97 -1.09 -0.42
H 0.29 -2.24 -0.08 0.32
H 1.34 -1.03 0.92 0.22
H 1.09 -0.99 -0.91 0.28
H -0.82 -0.13 1.41 0.24
```

**Total energy**: -683.01947 Eh
**Net charge**: -1
**LUMO level**: 0.1343 Eh
**Highest occupied orbital energy**: -3.38 eV

Computed, not measured: a molecular structure, C19H12BrF5MoS, with ωB97M-V/def2-TZVPD.

Structure (XYZ):
```
39
Properties=species:S:1:pos:R:3:mulliken_charge:R:1
Mo 0.13 0.41 0.91 -0.41
C -2.45 -1.94 0.17 -1.61
C -1.95 -0.85 1.06 1.29
C -2.24 0.50 0.80 -0.92
C -1.84 1.56 1.65 -0.05
C -1.11 1.25 2.80 -0.32
C -0.74 -0.09 3.05 -1.08
C -1.13 -1.13 2.18 -0.33
H -1.77 -2.79 0.15 0.44
H -2.62 -1.58 -0.84 0.31
H -3.41 -2.29 0.57 0.36
H -2.79 0.74 -0.10 0.66
H -2.12 2.58 1.43 0.45
H -0.78 2.04 3.47 0.51
H -0.15 -0.32 3.93 0.49
H -0.85 -2.15 2.40 0.58
Br 6.15 0.85 2.71 -0.02
C 4.36 0.50 2.39 0.08
C 3.61 1.40 1.66 -0.78
C 2.28 1.07 1.42 -0.33
C 1.72 -0.10 1.93 1.16
C 2.48 -1.00 2.70 -0.22
C 3.80 -0.70 2.90 -0.55
H 4.05 2.31 1.27 0.49
H 1.68 1.82 0.84 0.66
H 2.05 -1.91 3.09 0.49
H 4.44 -1.38 3.45 0.47
F -2.09 -0.12 -6.44 -0.23
C -1.52 -0.02 -5.27 0.57
C -0.24 -0.51 -5.07 0.32
F 0.41 -1.08 -6.07 -0.23
C 0.36 -0.39 -3.83 0.23
F 1.58 -0.86 -3.66 -0.28
C -0.32 0.20 -2.76 0.36
S 0.57 0.34 -1.28 -0.28
C -1.61 0.70 -2.99 0.25
F -2.27 1.31 -2.00 -0.28
C -2.21 0.59 -4.22 -0.01
F -3.43 1.07 -4.41 -0.26
```

**Total energy**: -4270.24573 Eh
**Net charge**: +2
**LUMO level (alpha / beta)**: -0.3454 / -0.3453 Eh
**Highest occupied orbital energy (alpha / beta)**: -15.23 / -15.24 eV

Calculated values (kcal per mole) of energy relative to the best compared isomer or geometry (same formula, charge and spin) for the records, taken in order: 116.04 71.42 0.00 207.18 28.85 0.00.